Record 1
This record from the OMol25 dataset describes C5H3F in the gas phase at a distorted geometry. The level of theory is ωB97M-V/def2-TZVPD.

Summary:
Total energy, eV: -7943.404
Energy relative to the best compared isomer or geometry (same formula, charge and spin), kJ/mol: 358.9
Max |F|, eV/A: 8.70
Molar mass, Da: 82.1

Last column: natural (NBO) charge in e.
CARTESIAN COORDINATES (ANGSTROEM)
C: 1.80465 0.12337 -0.18311  -0.172
C: 2.93178 0.03126 0.11572  0.399
C: -1.10195 0.33948 -0.19401  0.136
C: 0.17806 -0.20931 -0.04297  -0.345
C: -2.46903 0.38834 -0.07679  -0.525
F: 4.17217 0.03732 0.14175  -0.246
H: -2.54905 0.14044 0.91234  0.252
H: -3.03908 0.28027 -1.17378  0.265
H: 0.07246 -1.13118 0.50085  0.236

Record 2
This record from the OMol25 dataset describes C5H3F3IN3O in the gas phase at a distorted geometry. The level of theory is ωB97M-V/def2-TZVPD.

Summary:
Total energy, eV: -28003.038
Energy relative to the best compared isomer or geometry (same formula, charge and spin), kJ/mol: 0.0
Max |F|, eV/A: 3.91
Molar mass, Da: 305.0

Last column: natural (NBO) charge in e.
CARTESIAN COORDINATES (ANGSTROEM)
C: 1.69613 0.10254 0.97972  -0.308
C: 1.80917 0.22779 2.35256  -0.051
C: 0.43774 0.52549 0.72786  0.239
C: -0.45154 -0.78215 -1.10656  0.601
C: -1.33478 -0.71316 -2.44938  0.897
N: 0.68761 0.60964 2.89743  -0.262
N: -0.18029 0.73833 1.95089  -0.301
N: -0.35059 0.46455 -0.49723  -0.637
O: 0.32547 -1.66951 -0.96988  -0.514
F: -0.94408 0.13556 -3.39868  -0.310
F: -1.27029 -1.92121 -2.97270  -0.301
F: -2.60962 -0.39984 -2.18854  -0.325
I: -1.88334 1.86314 2.11210  0.375
H: 2.41858 -0.30427 0.21511  0.257
H: 2.63326 -0.13508 2.93048  0.214
H: -0.98345 1.25819 -0.58320  0.426

Record 3
This record from the OMol25 dataset describes C5H3FO in the gas phase at a distorted geometry. The level of theory is ωB97M-V/def2-TZVPD.

Summary:
Total energy, eV: -9996.708
Energy relative to the best compared isomer or geometry (same formula, charge and spin), kJ/mol: 0.0
Max |F|, eV/A: 2.14
Molar mass, Da: 98.1

Last column: natural (NBO) charge in e.
CARTESIAN COORDINATES (ANGSTROEM)
C: -1.11432 -0.38352 -0.02067  0.318
C: -0.08542 -1.21637 -0.00281  -0.287
C: 1.15027 -0.37504 -0.01610  -0.137
C: 0.85954 0.92983 -0.01723  -0.318
C: -0.64563 1.02753 -0.00301  0.475
H: -0.02965 -2.29131 -0.00912  0.234
H: 2.14309 -0.83906 0.05269  0.224
H: 1.48477 1.80142 0.02320  0.235
O: -1.35312 2.02618 -0.00497  -0.455
F: -2.40955 -0.67965 -0.00196  -0.289

Record 4
This record from the OMol25 dataset describes C5H3LiMgO3 as an isolated structure at a distorted geometry. The level of theory is ωB97M-V/def2-TZVPD.

Summary:
Charge: +1
⟨S²⟩: 1.709
Total energy, eV: -17015.699
Max |F|, eV/A: 4.51
Multiplicity: 2
Molar mass, Da: 142.3

Last column: Mulliken spin population.
CARTESIAN COORDINATES (ANGSTROEM)
O: 0.46223 -0.49335 -2.49760  -0.043
C: 0.68999 -1.10284 -1.44463  0.038
C: 0.51491 -0.61189 -0.08995  0.009
C: 1.24622 -1.28987 0.89955  0.547
H: 1.11734 -2.12287 -1.52967  0.001
H: 0.89452 -1.30360 1.93166  0.012
H: 2.03346 -1.99573 0.63025  0.015
O: -1.38737 0.79783 -0.61835  0.274
C: -0.45625 0.37796 0.27186  0.772
Li: -0.53621 1.06813 -2.54385  0.008
C: -0.50793 1.48890 2.12930  0.253
O: -1.33333 2.33791 2.16483  0.135
Mg: -2.73758 2.84943 0.69659  -1.021

Record 5
This record from the OMol25 dataset describes C5H3N in the gas phase at a distorted geometry. The level of theory is ωB97M-V/def2-TZVPD.

Summary:
Total energy, eV: -6715.210
Energy relative to the best compared isomer or geometry (same formula, charge and spin), kJ/mol: 531.9
Max |F|, eV/A: 2.22
Molar mass, Da: 77.1

Last column: natural (NBO) charge in e.
CARTESIAN COORDINATES (ANGSTROEM)
C: -0.54994 0.83556 -0.72180  -0.286
C: 0.57108 -1.03299 -0.21472  -0.111
C: -0.50653 -0.61096 -1.05278  -0.078
C: 0.63771 1.29419 0.04128  0.037
C: -0.29609 0.02440 0.61317  -0.022
N: 1.21462 0.13727 0.47001  -0.350
H: -1.37377 1.56631 -0.77623  0.260
H: 1.01347 -2.01690 0.04909  0.261
H: -0.71055 -0.19687 1.59198  0.290

Record 6
This record from the OMol25 dataset describes C5H3N3 in the gas phase at a distorted geometry. The level of theory is ωB97M-V/def2-TZVPD.

Summary:
Total energy, eV: -9698.878
Energy relative to the best compared isomer or geometry (same formula, charge and spin), kJ/mol: 380.4
Max |F|, eV/A: 6.95
Molar mass, Da: 105.1

Last column: natural (NBO) charge in e.
CARTESIAN COORDINATES (ANGSTROEM)
C: -1.59259 -0.18313 0.05951  0.314
C: -1.16952 1.16430 0.07287  0.023
C: 0.63076 -0.14161 -0.23519  0.312
C: 2.05081 -0.26443 -0.39114  -0.091
C: 3.23307 -0.25429 0.11651  -0.127
H: -2.70515 -1.62882 -0.06426  0.353
H: -1.77462 2.10582 -0.14911  0.236
H: 4.26531 -0.39912 0.79675  0.300
N: -2.74520 -0.67671 -0.04110  -0.497
N: 0.12109 1.25109 -0.11760  -0.377
N: -0.31395 -0.97310 -0.04724  -0.447